(w)
An isolated molecule of C4H6O3S. Source: the Open Molecules 2025 dataset; level of theory: ωB97M-V/def2-TZVPD.

Geometry as ORCA input:
```
! RIJCOSX wB97M-V def2-TZVPD def2/J DEFGRID3
* xyz 0 1
C -2.598 0.086 -0.839
O -2.077 -0.244 0.543
C -0.842 0.059 0.808
C -0.172 1.427 0.142
O 1.321 1.304 -0.031
C 1.713 -0.079 -0.189
O 2.927 -0.334 -0.252
S 0.230 -1.190 0.027
H -2.420 -1.045 -1.407
H -3.623 0.173 -0.781
H -2.209 1.099 -1.294
H -0.725 0.018 1.775
H -0.545 1.513 -0.957
H -0.130 2.510 0.626
*
```

Values from the calculation:
- Orbital gap: 10.40 eV
- Structure (SMILES): CO[C@@H]1COC(=O)S1

Which charges does natural (NBO) predict for the atoms? In e, they are: C -0.2814; O -0.5132; C 0.0361; C -0.1485; O -0.5294; C 0.6412; O -0.5451; S 0.1211; H 0.2120; H 0.1928; H 0.2040; H 0.1876; H 0.1895; H 0.2333

(x)
An isolated molecule of C4H6O3S. Source: the Open Molecules 2025 dataset; level of theory: ωB97M-V/def2-TZVPD.

Geometry as ORCA input:
```
! RIJCOSX wB97M-V def2-TZVPD def2/J DEFGRID3
* xyz 0 1
C 0.591 -1.099 -0.384
C 1.722 -0.078 1.348
C -0.632 -0.439 -0.057
C -1.636 -0.223 -1.235
O 1.339 -1.486 -1.210
O 0.973 1.867 -0.384
O -0.334 1.644 1.772
S 0.552 1.103 0.733
H 1.623 -0.429 2.461
H 2.724 0.397 1.024
H -1.075 -0.833 0.875
H -1.197 -0.033 -2.307
H -2.300 0.683 -1.204
H -2.352 -1.075 -1.434
*
```

Values from the calculation:
- Orbital gap: 9.10 eV

Which charges does natural (NBO) predict for the atoms? In e, they are: C 0.7652; C -0.9519; C -0.5825; C -0.6598; O -0.4217; O -0.8943; O -0.9027; S 2.1214; H 0.2641; H 0.2492; H 0.2839; H 0.2418; H 0.2530; H 0.2344

In terms of stability, (w) leads; the second structure lies 119.3 kJ/mol higher.

(w)
A 2-piece molecular cluster, C3H10NO2 overall. Source: the Open Molecules 2025 dataset; level of theory: ωB97M-V/def2-TZVPD.

Geometry as ORCA input:
```
! RIJCOSX wB97M-V def2-TZVPD def2/J DEFGRID3
* xyz 0 2
C 0.925 -0.517 -0.973
C 1.050 0.979 -0.548
C -0.323 1.189 0.434
O -0.212 0.596 1.692
N -0.108 -0.864 -1.936
H 0.759 -1.193 -0.151
H 1.961 -0.774 -1.468
H 1.877 1.059 0.235
H 1.309 1.779 -1.263
H -1.184 0.742 0.009
H -0.622 2.331 0.408
H -0.207 0.071 -2.530
H -1.017 -0.880 -1.217
H -1.906 -2.094 2.263
H -1.130 -0.693 2.419
O -1.171 -1.732 2.626
*
```

Values from the calculation:
- ⟨S²⟩: 0.754
- Orbital gap (alpha / beta): 10.46 / 7.39 eV

Which charges does natural (NBO) predict for the atoms? In e, they are: C -0.2374; C -0.4601; C -0.1515; O -0.2937; N -0.7891; H 0.2104; H 0.1789; H 0.2248; H 0.2222; H 0.2028; H 0.2321; H 0.3417; H 0.3309; H 0.4557; H 0.4890; O -0.9567

(x)
A 2-piece molecular cluster, C3H10NO2 overall. Source: the Open Molecules 2025 dataset; level of theory: ωB97M-V/def2-TZVPD.

Geometry as ORCA input:
```
! RIJCOSX wB97M-V def2-TZVPD def2/J DEFGRID3
* xyz 0 2
O -1.891 -0.700 -1.834
C -0.950 -0.036 -1.321
C -0.988 0.107 0.192
C -0.730 -1.153 0.980
N 0.155 1.060 0.635
H -0.326 0.749 -1.804
H -1.898 0.643 0.483
H 0.240 -1.616 0.780
H -1.415 -1.957 0.705
H -0.874 -1.053 2.063
H 1.044 0.553 0.725
H 0.049 1.548 1.522
H 0.284 1.737 -0.121
H 2.608 0.792 -1.074
H 2.501 -0.701 -1.227
O 2.192 0.027 -0.703
*
```

Values from the calculation:
- ⟨S²⟩: 0.753
- Orbital gap (alpha / beta): 4.02 / 7.34 eV

Which charges does natural (NBO) predict for the atoms? In e, they are: O -0.6990; C -0.0002; C -0.1083; C -0.6581; N -0.6999; H 0.0491; H 0.1793; H 0.2097; H 0.2585; H 0.1915; H 0.4531; H 0.4081; H 0.4134; H 0.4732; H 0.4918; O -0.9623

(y)
A 2-piece molecular cluster, C3H10NO2 overall. Source: the Open Molecules 2025 dataset; level of theory: ωB97M-V/def2-TZVPD.

Geometry as ORCA input:
```
! RIJCOSX wB97M-V def2-TZVPD def2/J DEFGRID3
* xyz 0 2
C -1.121 -0.478 -0.299
C -0.026 0.492 0.249
C 0.034 2.032 -0.070
O 0.321 2.751 0.959
N -0.438 -1.300 -1.311
H -1.924 0.296 -0.787
H -1.610 -1.115 0.431
H -0.182 0.546 1.377
H 0.825 -0.015 0.273
H -1.086 2.498 -0.392
H 0.592 2.409 -0.955
H -0.952 -2.138 -1.606
H -0.105 -0.832 -2.162
H 1.688 -2.196 1.159
H 0.844 -2.341 -0.259
O 1.135 -2.788 0.644
*
```

Values from the calculation:
- ⟨S²⟩: 0.756
- Orbital gap (alpha / beta): 10.56 / 8.23 eV

Which charges does natural (NBO) predict for the atoms? In e, they are: C -0.2000; C -0.4722; C -0.0937; O -0.3276; N -0.8780; H 0.1536; H 0.2215; H 0.2267; H 0.2121; H 0.2360; H 0.2057; H 0.3759; H 0.3741; H 0.4648; H 0.4990; O -0.9978

In terms of stability, (x) leads; the second structure lies 10.1 kJ/mol higher.

(w)
An isolated molecule of C4H6O2. Source: the Open Molecules 2025 dataset; level of theory: ωB97M-V/def2-TZVPD.

Geometry as ORCA input:
```
! RIJCOSX wB97M-V def2-TZVPD def2/J DEFGRID3
* xyz 0 1
O -1.412 0.075 1.435
C -0.629 0.981 1.593
C 0.535 1.223 0.646
C 0.858 -0.167 0.121
C -0.072 -1.590 -1.470
O 0.164 -0.264 -0.979
H -0.736 1.675 2.452
H 1.352 1.698 1.187
H 0.171 1.904 -0.136
H 0.333 -2.314 -0.767
H 0.374 -1.709 -2.459
H -1.157 -1.685 -1.515
*
```

Values from the calculation:
- Orbital gap: 9.43 eV

Which charges does natural (NBO) predict for the atoms? In e, they are: O -0.5138; C 0.4526; C -0.6663; C 0.2816; C -0.2509; O -0.4896; H 0.1195; H 0.2313; H 0.2393; H 0.2076; H 0.1894; H 0.1993

(x)
An isolated molecule of C4H6O2. Source: the Open Molecules 2025 dataset; level of theory: ωB97M-V/def2-TZVPD.

Geometry as ORCA input:
```
! RIJCOSX wB97M-V def2-TZVPD def2/J DEFGRID3
* xyz 0 1
C -1.857 0.846 0.002
C -0.716 -0.078 0.181
O -0.019 -0.402 -0.842
C 1.212 -0.965 -0.678
C 2.023 -0.417 0.352
O 3.147 -0.758 0.683
H -1.668 1.784 0.539
H -1.995 1.071 -1.058
H -2.779 0.426 0.417
H -0.442 -0.517 1.137
H 1.574 -1.461 -1.567
H 1.521 0.472 0.834
*
```

Values from the calculation:
- Orbital gap (alpha / beta): 7.08 / 7.97 eV

Which charges does natural (NBO) predict for the atoms? In e, they are: C -0.6968; C 0.2586; O -0.3322; C -0.1268; C 0.2795; O -0.5792; H 0.2437; H 0.2408; H 0.2367; H 0.1852; H 0.2034; H 0.0870

In terms of stability, (x) leads; the second structure lies 6.2 kJ/mol higher.